[1]
The following is a quantum chemistry calculation of C6H12S2 in the gas phase at a distorted geometry, from the OMol25 dataset.

Structure (XYZ):
```
20
Properties=species:S:1:pos:R:3
C -3.147 1.191 -0.422
C -2.416 0.485 0.730
C -1.211 -0.280 0.203
S -1.353 -1.710 -0.574
S 0.266 0.594 0.484
C 1.584 -0.401 -0.289
C 2.743 0.547 -0.623
C 2.026 -1.534 0.635
H -2.505 1.894 -0.920
H -3.993 1.705 -0.029
H -3.499 0.471 -1.152
H -2.095 1.198 1.498
H -3.069 -0.223 1.212
H 1.165 -0.809 -1.207
H 3.547 -0.041 -1.087
H 2.429 1.340 -1.317
H 3.124 1.009 0.270
H 2.457 -1.136 1.543
H 1.163 -2.179 0.895
H 2.784 -2.121 0.149
```

- Energy: -1032.1848 a.u.
- Largest force on an atom: 1.05 eV Å⁻¹
- Energy above the lowest of the compared OMol25 structures with the same formula, charge and spin: 0.1225 eV
- Kohn-Sham gap: 0.3162 Eh
- SMILES: CCC(=S)SC(C)C
- LUMO level: 0.11 eV
- Highest occupied orbital energy: -8.5 eV

[2]
The following is a quantum chemistry calculation of a 2-piece molecular cluster, C5H14OS2 overall at a distorted geometry, from the OMol25 dataset.

Structure (XYZ):
```
22
Properties=species:S:1:pos:R:3
C 2.312 -2.731 -0.853
C 1.773 -1.588 0.038
C 0.548 -2.211 0.871
S -1.170 -1.680 0.552
S -0.904 -0.560 -1.114
C -1.394 1.075 -0.406
C -1.318 2.135 -1.538
H 1.522 -3.196 -1.451
H 2.661 -3.530 -0.244
H 3.250 -2.272 -1.457
H 1.421 -0.806 -0.511
H 2.360 -1.221 0.864
H 0.242 -3.236 0.608
H 0.625 -2.253 1.981
H -2.455 1.048 -0.105
H -0.822 1.588 0.373
H -2.013 1.701 -2.291
H -0.276 2.171 -1.960
H -1.745 3.108 -1.189
O 1.672 6.151 2.615
H 2.472 6.598 2.462
H 1.047 6.854 2.323
```

- Energy: -1070.4539 a.u.
- Largest force on an atom: 4.98 eV Å⁻¹
- Energy above the lowest of the compared OMol25 structures with the same formula, charge and spin: 1.8609 eV
- Kohn-Sham gap: 0.3318 Eh
- SMILES: CCCSSCC.O
- LUMO level: 0.78 eV
- Highest occupied orbital energy: -8.3 eV

[3]
The following is a quantum chemistry calculation of a 2-piece molecular cluster, C4H11NO overall at a distorted geometry, from the OMol25 dataset.

Structure (XYZ):
```
17
Properties=species:S:1:pos:R:3
C -0.176 2.779 1.869
C -0.574 2.950 0.321
H -1.158 2.777 2.313
H 0.242 1.757 1.905
H 0.449 3.474 2.327
H 0.372 2.904 -0.375
H -1.043 3.990 0.231
H -1.484 2.396 -0.132
C 0.042 -1.180 -1.993
C 0.137 -1.683 -0.553
O -0.609 -2.498 -0.030
N 1.147 -1.294 0.265
H 0.840 -1.589 -2.574
H 0.117 -0.049 -1.981
H 1.135 -1.690 1.193
H 1.690 -0.536 0.011
H -0.889 -1.590 -2.402
```

- Energy: -288.6245 a.u.
- Largest force on an atom: 4.82 eV Å⁻¹
- Charge: +1
- Energy above the lowest of the compared OMol25 structures with the same formula, charge and spin: 2.4685 eV
- Kohn-Sham gap (spin up / spin down): 0.3545 / 0.1724 Eh
- LUMO level (spin up / spin down): -4.59 / -9.54 eV
- Highest occupied orbital energy (spin up / spin down): -14.2 / -14.2 eV
- Spin multiplicity: 2

[4]
The following is a quantum chemistry calculation of C27H31Cl2F5GdI2N3O2S as an isolated structure at a distorted geometry, from the OMol25 dataset.

Structure (XYZ):
```
74
Properties=species:S:1:pos:R:3
Gd -0.381 0.325 0.175
N -0.381 -1.044 2.649
N -0.400 0.022 3.590
C -0.725 1.328 3.142
O -0.979 2.166 3.978
O -0.672 1.480 1.874
H -1.270 -1.564 2.659
H 0.347 -1.714 2.913
H -0.743 -0.187 4.521
F -1.773 -3.151 -5.726
C -1.683 -2.968 -4.404
C -1.786 -1.688 -3.862
F -1.990 -0.628 -4.648
C -1.684 -1.530 -2.493
F -1.791 -0.262 -1.933
C -1.449 -2.594 -1.616
S -1.253 -2.362 0.066
C -1.370 -3.874 -2.192
F -1.158 -4.924 -1.395
C -1.473 -4.059 -3.557
F -1.374 -5.286 -4.077
I 2.647 1.292 1.206
C 3.663 -0.551 0.630
I 2.304 -2.228 0.593
H 4.441 -0.756 1.358
H 4.073 -0.429 -0.368
Cl -6.040 0.027 0.192
C -4.659 1.120 0.352
Cl -3.203 0.220 0.832
H -4.874 1.853 1.129
H -4.475 1.588 -0.614
C 2.811 2.290 -5.740
C 2.348 1.500 -4.545
C 2.645 0.149 -4.439
C 2.164 -0.583 -3.358
C 2.518 -2.039 -3.247
C 1.398 0.058 -2.406
C 1.061 1.442 -2.457
C 1.601 2.132 -3.567
N 0.290 1.895 -1.435
C -0.317 3.230 -1.271
C 0.254 3.894 0.000
C -0.511 5.173 0.339
C -0.396 6.174 -0.807
C -0.980 5.539 -2.067
C -2.454 5.225 -1.845
C -2.578 4.239 -0.688
C -1.981 4.840 0.582
C -1.820 2.958 -1.028
C -0.208 4.260 -2.404
H 3.486 1.704 -6.362
H 3.316 3.208 -5.438
H 1.954 2.579 -6.352
H 3.244 -0.341 -5.193
H 2.570 -2.478 -4.240
H 1.798 -2.602 -2.656
H 3.497 -2.156 -2.781
H 1.006 -0.520 -1.547
H 1.432 3.181 -3.705
H 1.315 4.113 -0.154
H 0.160 3.208 0.848
H -0.086 5.602 1.251
H 0.652 6.437 -0.966
H -0.939 7.090 -0.562
H -0.879 6.237 -2.906
H -2.882 4.788 -2.750
H -3.005 6.139 -1.618
H -3.636 4.003 -0.520
H -2.059 4.132 1.408
H -2.529 5.742 0.862
H -2.242 2.483 -1.923
H -1.892 2.269 -0.171
H 0.835 4.542 -2.537
H -0.598 3.839 -3.332
```

- Energy: -4541.0751 a.u.
- Largest force on an atom: 2.39 eV Å⁻¹
- Energy above the lowest of the compared OMol25 structures with the same formula, charge and spin: 3.7175 eV
- Kohn-Sham gap (spin up / spin down): 0.1748 / 0.1906 Eh
- LUMO level (spin up / spin down): -0.27 / -2.38 eV
- Highest occupied orbital energy (spin up / spin down): -5.0 / -7.6 eV
- Spin multiplicity: 8

[5]
The following is a quantum chemistry calculation of C38H34N10O2SV as an isolated structure at a distorted geometry, from the OMol25 dataset.

Structure (XYZ):
```
86
Properties=species:S:1:pos:R:3
V -0.055 -0.586 2.101
O -1.400 0.760 2.167
C -1.344 2.053 2.220
C -2.491 2.822 1.928
C -2.429 4.194 1.921
C -1.241 4.870 2.238
C -0.129 4.137 2.581
C -0.148 2.734 2.577
C 1.072 2.038 2.929
N 1.254 0.775 2.839
C 2.532 0.178 3.237
C 2.848 -0.966 2.267
N 1.625 -1.758 2.095
C 1.703 -3.032 2.022
C 0.565 -3.927 1.992
C 0.813 -5.304 1.886
C -0.212 -6.222 1.919
C -1.524 -5.763 2.090
C -1.802 -4.421 2.204
C -0.769 -3.466 2.131
O -1.054 -2.193 2.183
H -3.405 2.295 1.694
H -3.315 4.763 1.672
H -1.208 5.950 2.236
H 0.788 4.644 2.853
H 1.899 2.667 3.276
H 2.424 -0.232 4.248
H 3.332 0.930 3.248
H 3.662 -1.591 2.657
H 3.123 -0.558 1.287
H 2.691 -3.506 2.029
H 1.838 -5.639 1.781
H -0.009 -7.280 1.830
H -2.335 -6.477 2.133
H -2.813 -4.062 2.330
C -2.618 -3.312 -0.931
C -1.325 -2.836 -1.121
N -1.056 -1.541 -1.124
C -2.086 -0.713 -0.935
C -3.366 -1.199 -0.682
N -3.638 -2.498 -0.688
C -1.799 0.747 -1.050
C -2.779 1.618 -1.515
C -2.469 2.963 -1.666
C -1.173 3.365 -1.367
C -0.263 2.422 -0.900
N -0.580 1.147 -0.720
C 1.167 2.801 -0.641
C 1.591 4.134 -0.617
N 2.864 4.466 -0.489
C 3.733 3.461 -0.377
C 3.316 2.141 -0.351
N 2.039 1.811 -0.480
C -3.473 3.943 -2.151
C -3.477 5.250 -1.678
C -4.437 6.132 -2.147
N -5.372 5.805 -3.034
C -5.363 4.554 -3.481
C -4.448 3.595 -3.077
H -2.824 -4.374 -0.952
H -0.493 -3.515 -1.262
H -4.185 -0.533 -0.443
H -3.767 1.252 -1.751
H -0.874 4.386 -1.543
H 0.892 4.956 -0.662
H 4.783 3.719 -0.315
H 4.021 1.329 -0.225
H -2.763 5.575 -0.935
H -4.458 7.152 -1.786
H -6.128 4.302 -4.204
H -4.487 2.601 -3.503
C 1.958 -3.274 -3.514
N 2.945 -3.429 -2.480
C 3.724 -4.642 -2.344
C 4.700 -4.300 -1.206
N 4.131 -3.071 -0.674
C 3.226 -2.512 -1.537
S 2.571 -0.994 -1.381
H 2.428 -3.258 -4.501
H 1.436 -2.333 -3.347
H 1.243 -4.100 -3.478
H 4.240 -4.871 -3.281
H 3.079 -5.491 -2.095
H 5.717 -4.144 -1.578
H 4.725 -5.080 -0.444
H 4.691 -2.430 -0.138
```

- Energy: -3508.7898 a.u.
- Largest force on an atom: 1.26 eV Å⁻¹
- Energy above the lowest of the compared OMol25 structures with the same formula, charge and spin: 1.2265 eV
- Kohn-Sham gap (spin up / spin down): 0.2337 / 0.2859 Eh
- LUMO level (spin up / spin down): -0.07 / -0.09 eV
- Highest occupied orbital energy (spin up / spin down): -6.4 / -7.9 eV
- Spin multiplicity: 4

[6]
The following is a quantum chemistry calculation of a 14-piece molecular cluster, C36H64Cl12F2N6O6 overall at a distorted geometry, from the OMol25 dataset.

Structure (XYZ):
```
126
Properties=species:S:1:pos:R:3
C 0.602 -9.213 -0.721
C -0.156 -7.991 -1.160
O -0.602 -7.948 -2.290
N -0.450 -7.082 -0.237
C -1.235 -5.845 -0.537
H 1.503 -9.359 -1.316
H -0.026 -10.084 -0.905
H 0.724 -9.410 0.344
H -0.238 -7.175 0.746
H -2.084 -5.969 -1.209
H -0.576 -5.136 -1.037
H -1.705 -5.452 0.364
C 3.998 5.592 -0.276
C 2.700 4.902 0.115
O 2.683 4.079 1.036
N 1.631 5.280 -0.543
C 0.262 4.734 -0.277
H 4.608 4.950 -0.912
H 4.518 5.731 0.672
H 3.818 6.549 -0.765
H 1.757 5.712 -1.447
H -0.129 4.337 -1.214
H -0.387 5.504 0.140
H 0.288 3.912 0.437
C 2.401 -7.130 5.888
C 2.236 -6.696 4.514
O 1.170 -6.933 3.891
N 3.252 -6.099 3.885
C 2.953 -5.581 2.542
H 2.330 -8.217 5.883
H 1.707 -6.831 6.674
H 3.342 -6.958 6.411
H 4.198 -6.055 4.237
H 3.714 -4.904 2.152
H 2.001 -5.058 2.455
H 2.965 -6.412 1.837
C 1.324 6.362 5.175
C 0.305 5.353 5.638
O -0.385 5.463 6.666
N 0.149 4.377 4.768
C -0.935 3.395 4.814
H 1.970 6.006 4.373
H 1.923 6.743 6.002
H 0.782 7.159 4.666
H 0.929 4.237 4.141
H -1.518 3.589 5.713
H -0.542 2.379 4.848
H -1.492 3.429 3.878
C -6.446 4.540 -3.191
C -5.095 5.206 -3.158
O -4.600 5.440 -2.036
N -4.509 5.526 -4.284
C -3.196 6.202 -4.342
H -7.213 5.249 -2.878
H -6.409 3.709 -2.487
H -6.710 4.092 -4.149
H -5.056 5.535 -5.133
H -3.204 6.961 -5.124
H -2.426 5.488 -4.636
H -2.979 6.625 -3.362
C 4.417 5.572 -5.188
C 3.782 4.201 -5.198
O 2.530 4.071 -5.032
N 4.570 3.154 -5.209
C 4.120 1.756 -5.354
H 4.537 5.916 -4.160
H 3.697 6.244 -5.655
H 5.429 5.615 -5.591
H 5.559 3.356 -5.168
H 3.051 1.604 -5.204
H 4.548 1.203 -4.518
H 4.402 1.414 -6.350
C -8.605 -1.930 -1.749
Cl -8.445 -1.031 -3.319
Cl -9.523 -0.976 -0.582
H -8.960 -2.952 -1.887
H -7.606 -1.902 -1.314
C -1.984 -2.805 7.526
Cl -2.928 -1.366 7.852
Cl -2.893 -4.145 6.743
H -1.166 -2.479 6.884
H -1.587 -3.146 8.483
C 1.925 -3.884 -4.349
Cl 0.634 -2.817 -4.784
Cl 2.846 -3.339 -2.907
H 1.526 -4.894 -4.248
H 2.655 -3.788 -5.153
C -6.737 -5.570 3.362
Cl -7.542 -6.013 1.853
Cl -6.718 -3.819 3.636
H -7.336 -6.040 4.142
H -5.737 -5.990 3.259
C -1.316 1.698 -7.652
Cl -0.842 0.388 -8.763
Cl -2.981 1.449 -7.137
H -0.787 1.667 -6.700
H -1.092 2.634 -8.163
C -6.531 3.254 1.988
Cl -6.021 2.235 3.405
Cl -6.583 4.984 2.404
H -5.779 3.144 1.207
H -7.526 2.923 1.691
F 8.399 -0.919 -1.570
C 7.752 -0.980 -0.416
C 8.012 -1.969 0.497
C 7.331 -2.053 1.703
C 6.260 -1.220 1.993
C 5.981 -0.199 1.101
C 6.746 -0.044 -0.033
H 8.789 -2.691 0.288
H 7.629 -2.858 2.358
H 5.670 -1.408 2.878
H 5.125 0.397 1.382
H 6.486 0.774 -0.688
F -3.642 0.285 -1.020
C -2.465 0.021 -0.379
C -1.307 0.294 -1.097
C -0.077 -0.078 -0.516
C -0.072 -0.574 0.787
C -1.251 -0.727 1.540
C -2.471 -0.482 0.905
H -1.432 0.688 -2.095
H 0.829 -0.002 -1.098
H 0.908 -0.835 1.157
H -1.237 -1.114 2.548
H -3.409 -0.708 1.391
```

- Energy: -7912.1215 a.u.
- Largest force on an atom: 4.32 eV Å⁻¹
- Kohn-Sham gap: 0.3391 Eh
- LUMO level: 0.03 eV
- Highest occupied orbital energy: -9.2 eV

[7]
The following is a quantum chemistry calculation of C25H36IrN6S4 as an isolated structure, from the OMol25 dataset.

Structure (XYZ):
```
72
Properties=species:S:1:pos:R:3
Ir -1.085 0.077 0.326
C -2.895 -2.780 1.734
C -1.933 -3.309 0.679
S -0.701 -2.190 -0.088
C 0.827 -2.445 0.852
C 0.773 -1.944 2.275
S 0.078 -0.249 2.384
C -0.878 -0.380 3.925
C -2.259 -1.010 3.862
S -2.335 -2.777 3.459
H -3.772 -3.428 1.705
H -3.239 -1.778 1.483
H -2.503 -3.654 -0.185
H -1.353 -4.158 1.044
H 1.583 -1.927 0.260
H 1.058 -3.511 0.827
H 1.775 -1.894 2.700
H 0.147 -2.584 2.892
H -0.939 0.637 4.316
H -0.224 -0.924 4.608
H -2.909 -0.471 3.169
H -2.704 -0.914 4.854
S 0.789 1.066 -0.523
C 0.237 1.124 -2.199
N 1.135 1.644 -3.011
N 0.751 1.605 -4.336
C 1.660 1.651 -5.314
C 1.197 1.654 -6.667
C 2.103 1.681 -7.683
C 3.484 1.709 -7.395
C 3.944 1.713 -6.066
C 3.058 1.687 -5.027
N -0.963 0.688 -2.570
N -1.754 0.215 -1.617
C -2.940 -0.391 -2.074
C -3.901 -0.780 -1.137
C -5.074 -1.395 -1.539
C -5.306 -1.628 -2.888
C -4.353 -1.243 -3.824
C -3.176 -0.631 -3.432
H -0.240 1.642 -4.554
H 0.133 1.634 -6.866
H 1.770 1.685 -8.712
H 4.197 1.737 -8.208
H 5.006 1.748 -5.871
H 3.383 1.711 -3.998
H -3.722 -0.596 -0.084
H -5.810 -1.690 -0.802
H -6.219 -2.110 -3.208
H -4.526 -1.434 -4.875
H -2.432 -0.356 -4.162
C -4.187 3.181 1.691
C -3.575 1.891 1.111
N -2.124 2.075 0.838
C -1.497 2.708 2.028
C -1.997 4.153 2.211
N -3.240 4.303 1.385
C -2.879 4.270 -0.071
C -2.002 3.027 -0.303
H -4.307 3.144 2.773
H -5.150 3.412 1.240
H -4.056 1.612 0.175
H -3.709 1.074 1.817
H -0.415 2.700 1.904
H -1.749 2.100 2.895
H -1.281 4.894 1.861
H -2.248 4.371 3.247
H -3.688 5.195 1.604
H -2.352 5.191 -0.311
H -3.810 4.242 -0.635
H -0.952 3.297 -0.399
H -2.310 2.521 -1.215
```

- Energy: -2998.8451 a.u.
- Largest force on an atom: 0.30 eV Å⁻¹
- Charge: +3
- Energy above the lowest of the compared OMol25 structures with the same formula, charge and spin: 0.1741 eV
- Kohn-Sham gap (spin up / spin down): 0.2596 / 0.1915 Eh
- LUMO level (spin up / spin down): -7.73 / -10.77 eV
- Highest occupied orbital energy (spin up / spin down): -14.8 / -16.0 eV
- Spin multiplicity: 5

[8]
The following is a quantum chemistry calculation of a 5-piece molecular cluster, C5H14N2 overall at a distorted geometry, from the OMol25 dataset.

Structure (XYZ):
```
21
Properties=species:S:1:pos:R:3
C 2.226 1.191 0.418
C 1.156 1.934 0.764
C 1.097 -1.229 2.190
N 2.041 -1.146 1.513
H 3.173 1.282 0.928
H 2.233 0.605 -0.488
H 0.014 0.264 2.315
H 0.485 -1.656 2.957
H 0.297 2.000 0.108
H 0.084 0.842 1.696
H 1.226 2.665 1.558
C -1.133 -0.564 -0.807
C -1.663 -1.671 -1.721
N -1.214 0.788 -1.355
H -0.687 0.848 -2.220
H -2.177 1.027 -1.571
H -1.685 -0.571 0.137
H -0.085 -0.759 -0.566
H -1.563 -2.648 -1.245
H -2.718 -1.510 -1.952
H -1.107 -1.694 -2.660
```

- Energy: -308.2691 a.u.
- Largest force on an atom: 2.46 eV Å⁻¹
- Energy above the lowest of the compared OMol25 structures with the same formula, charge and spin: 4.1890 eV
- Kohn-Sham gap: 0.3754 Eh
- LUMO level: 1.03 eV
- Highest occupied orbital energy: -9.2 eV